[1]
# C31H63BBr3Cl2F2KLiN2O14SSi

A molecular structure, C31H63BBr3Cl2F2KLiN2O14SSi (wB97M-V/def2-TZVPD, the OMol25 dataset).

```
122
Properties=species:S:1:pos:R:3:mulliken_charge:R:1
C 2.182 -0.594 1.864 -1.554
Si 1.009 0.386 0.701 -0.146
C -0.749 0.083 1.410 -0.254
C 1.379 2.243 0.970 -0.227
C 0.904 3.227 -0.182 -1.004
C -0.376 2.770 -0.958 0.630
C -1.030 4.069 -1.618 -1.046
C -2.365 3.673 -2.356 -0.644
C -3.530 3.372 -1.320 -0.224
C -4.938 3.350 -2.062 -0.358
C -6.142 3.489 -1.060 -1.036
N -6.803 2.174 -0.878 0.283
O -7.947 2.191 -1.665 -0.552
B -8.249 0.886 -2.169 0.652
O -9.512 0.331 -1.885 -0.478
O -7.366 0.145 -2.918 -0.361
S -7.177 1.969 0.783 1.036
O -8.282 2.860 1.107 -0.608
O -5.993 2.189 1.586 -0.508
F -7.652 0.438 1.045 -0.217
C 1.153 -0.216 -1.102 -0.239
C 0.213 -1.229 -1.570 -0.390
C 0.205 -1.735 -2.951 -0.760
C 1.165 -1.205 -3.898 -0.950
C 2.131 -0.221 -3.461 0.458
C 2.137 0.297 -2.049 1.577
H 1.600 -1.443 2.289 0.578
H 3.049 -1.001 1.288 0.492
H 2.531 0.122 2.677 -1.103
H -1.296 1.057 1.501 -0.667
H -1.357 -0.617 0.786 0.342
H -0.676 -0.344 2.451 0.538
H 2.489 2.362 1.072 0.342
H 0.905 2.600 1.917 -0.001
H 1.738 3.474 -0.889 0.194
H 0.645 4.204 0.313 0.428
H -1.165 2.314 -0.324 -0.323
H -0.079 2.135 -1.834 0.054
H -0.304 4.626 -2.258 0.309
H -1.328 4.719 -0.757 0.433
H -2.192 2.708 -2.904 0.402
H -2.693 4.507 -3.043 0.327
H -3.617 4.178 -0.549 0.299
H -3.381 2.374 -0.834 0.277
H -5.078 2.453 -2.710 0.272
H -4.960 4.252 -2.731 0.007
H -6.893 4.185 -1.504 0.310
H -5.798 3.961 -0.113 0.582
H -10.086 1.077 -1.639 0.300
H -7.724 -0.741 -3.131 0.343
H -0.552 -1.667 -0.896 0.345
H -0.533 -2.500 -3.262 0.504
H 1.144 -1.559 -4.944 0.388
H 2.851 0.166 -4.231 -0.141
H 2.906 1.081 -1.734 -0.639
C 9.590 -1.257 4.999 -1.058
C 9.253 0.227 5.102 -0.424
C 7.952 0.556 5.858 -0.972
C 6.726 -0.303 5.575 -0.817
N 5.981 -0.023 4.276 1.062
C 5.268 -1.311 3.835 -0.218
C 3.937 -1.263 4.555 -1.028
C 3.547 0.194 4.417 0.461
C 4.849 0.983 4.506 -0.935
C 6.847 0.454 3.153 -1.611
H 8.798 -1.833 4.518 0.118
H 10.483 -1.392 4.388 0.395
H 9.789 -1.683 5.986 0.332
H 9.236 0.653 4.099 0.325
H 10.077 0.737 5.611 0.430
H 7.713 1.617 5.732 0.277
H 8.172 0.430 6.924 0.462
H 6.000 -0.168 6.379 0.438
H 6.989 -1.359 5.588 0.581
H 5.129 -1.265 2.755 0.010
H 5.884 -2.176 4.075 0.472
H 4.047 -1.542 5.607 0.388
H 3.206 -1.933 4.105 0.494
H 2.829 0.504 5.177 0.575
H 3.076 0.362 3.428 0.867
H 4.987 1.461 5.474 0.277
H 4.901 1.743 3.726 0.437
H 7.601 -0.300 2.952 0.255
H 7.279 1.415 3.426 0.424
H 6.226 0.588 2.269 0.536
C -5.755 -2.911 -2.541 -0.743
C -4.634 -2.467 -3.462 -0.149
O -3.997 -3.585 -4.077 -0.343
C -4.703 -4.133 -5.089 0.700
O -5.773 -3.733 -5.478 -0.554
O -4.038 -5.174 -5.551 -0.349
C -4.741 -5.913 -6.588 -0.590
H -5.385 -3.631 -1.808 0.383
H -6.179 -2.054 -2.014 0.186
H -6.553 -3.402 -3.096 -0.019
H -3.869 -1.950 -2.879 0.397
H -4.991 -1.767 -4.222 0.233
H -5.063 -5.244 -7.440 0.172
H -5.605 -6.425 -6.149 0.278
H -4.057 -6.657 -6.980 0.230
O 8.665 -1.412 1.156 -0.594
Cl 7.747 -2.525 1.210 1.667
O 6.384 -2.027 1.017 -0.683
O 7.839 -3.159 2.518 -0.707
O 8.051 -3.478 0.191 -0.609
Li 4.223 1.077 -3.031 0.668
C -8.795 -3.432 -5.073 -0.629
O -8.536 -2.138 -4.522 -0.402
H -8.145 -4.155 -4.589 0.196
H -9.839 -3.708 -4.895 0.289
H -8.588 -3.425 -6.144 0.296
H -9.121 -1.518 -4.968 0.241
C -1.603 3.452 3.538 -0.345
Br -3.182 2.986 2.514 0.061
Br -2.068 4.433 5.145 -0.075
Br -0.495 1.906 3.906 0.153
H -1.015 4.123 2.921 0.254
Cl -4.828 -5.490 -9.299 -0.845
K -3.251 4.759 -4.888 0.908
F -0.380 -0.556 4.008 -0.855
O 10.664 -2.542 -0.260 -0.803
H 10.727 -1.866 -0.945 0.154
```

HOMO, eV: -2.70
LUMO level, eV: -1.67
Net charge: -1
Max |F|, hartree/bohr: 0.094
M, g mol⁻¹: 1153.46

=====

[2]
# C31H63BFO13

7 unconnected molecules or ions with the total composition C31H63BFO13 (wB97M-V/def2-TZVPD, the OMol25 dataset).

```
109
Properties=species:S:1:pos:R:3:mulliken_charge:R:1
C 2.447 1.123 1.670 -0.429
C 1.646 1.454 0.278 -0.286
C 0.809 2.863 0.273 -0.536
C -0.091 3.143 1.614 -0.025
C 0.703 4.358 2.446 -1.250
B -1.536 3.785 1.163 0.353
C -2.661 2.697 0.661 0.541
C -2.464 1.173 1.231 0.485
O -3.330 0.698 2.165 -0.619
F -1.421 0.216 0.766 -0.249
H 3.609 1.119 1.433 0.088
H 2.161 0.004 1.963 -0.014
H 2.168 1.806 2.579 0.245
H 0.975 0.535 -0.079 0.077
H 2.477 1.560 -0.573 0.305
H 0.108 2.840 -0.675 0.025
H 1.526 3.801 0.132 0.341
H -0.155 2.249 2.367 0.138
H 0.316 4.360 3.571 0.205
H 1.866 4.218 2.419 0.265
H 0.335 5.378 1.971 0.292
H -1.307 4.487 0.219 -0.253
H -1.886 4.498 2.032 -0.263
H -3.708 3.080 1.087 0.119
H -2.804 2.637 -0.508 -0.456
O 5.131 -2.373 1.639 -0.626
C 4.317 -3.212 2.014 0.640
O 3.254 -3.531 1.239 -0.358
C 2.362 -4.632 1.488 -0.282
C 1.246 -4.224 2.431 -0.947
C 4.427 -3.832 3.376 -0.540
H 2.907 -5.513 1.839 0.260
H 1.929 -4.904 0.519 0.330
H 1.634 -3.938 3.412 0.214
H 0.535 -5.043 2.564 0.350
H 0.711 -3.354 2.035 0.348
H 3.916 -3.196 4.104 0.278
H 5.486 -3.901 3.640 0.340
H 4.035 -4.847 3.427 0.002
O 3.278 -5.354 5.332 -0.516
C 3.646 -6.493 5.602 0.904
O 4.091 -7.319 4.627 -0.335
C 4.729 -8.589 4.860 -0.433
C 3.701 -9.695 4.996 -0.985
C 3.523 -7.027 6.999 -1.252
H 5.409 -8.540 5.714 0.350
H 5.352 -8.786 3.981 0.334
H 3.051 -9.536 5.860 0.272
H 4.192 -10.666 5.106 0.369
H 3.053 -9.726 4.113 0.298
H 2.526 -7.453 7.135 0.293
H 3.658 -6.199 7.700 0.316
H 4.282 -7.766 7.253 0.377
O -3.012 3.693 -2.464 -0.648
C -3.453 3.140 -3.467 0.699
O -4.777 2.891 -3.587 -0.290
C -5.418 2.437 -4.793 0.003
C -5.370 0.925 -4.895 -0.574
C -2.526 2.640 -4.536 -0.905
H -5.000 2.930 -5.675 0.296
H -6.463 2.758 -4.727 -0.077
H -4.343 0.558 -4.958 -0.053
H -5.916 0.581 -5.778 0.317
H -5.817 0.467 -4.005 0.305
H -2.191 1.632 -4.282 0.091
H -1.659 3.305 -4.582 0.361
H -2.966 2.646 -5.533 0.384
O 4.646 2.213 4.414 -0.563
C 5.747 1.818 4.044 0.681
O 6.732 2.701 3.758 -0.355
C 8.105 2.343 3.513 -0.367
C 8.322 1.996 2.053 -0.883
C 5.997 0.357 3.806 -0.736
H 8.434 1.547 4.187 0.345
H 8.702 3.225 3.763 0.302
H 7.738 1.121 1.757 0.214
H 9.378 1.790 1.859 0.347
H 8.001 2.824 1.411 0.284
H 5.703 0.102 2.784 0.174
H 5.388 -0.217 4.509 0.237
H 7.029 0.056 3.982 0.326
O -8.873 3.778 -4.847 -0.611
C -8.729 4.642 -3.987 0.877
O -7.836 5.643 -4.162 -0.361
C -7.734 6.804 -3.318 -0.391
C -6.832 6.533 -2.130 -0.887
C -9.467 4.555 -2.683 -1.043
H -8.722 7.168 -3.021 0.353
H -7.288 7.593 -3.933 0.311
H -7.237 5.746 -1.489 0.252
H -6.704 7.438 -1.529 0.365
H -5.847 6.193 -2.467 0.247
H -8.892 3.942 -1.983 0.235
H -10.435 4.080 -2.863 0.326
H -9.683 5.525 -2.237 0.335
O -3.892 -0.321 -6.677 -0.563
C -2.953 -1.102 -6.550 0.905
O -2.684 -1.660 -5.347 -0.373
C -1.745 -2.730 -5.135 -0.423
C -0.344 -2.189 -4.927 -0.988
C -2.027 -1.381 -7.697 -1.143
H -1.795 -3.468 -5.940 0.378
H -2.067 -3.246 -4.224 0.319
H 0.017 -1.659 -5.811 0.265
H 0.353 -3.000 -4.699 0.373
H -0.330 -1.470 -4.099 0.300
H -1.234 -0.629 -7.712 0.246
H -2.599 -1.318 -8.627 0.332
H -1.593 -2.380 -7.676 0.346
```

HOMO, eV: -4.41
LUMO level, eV: 1.53
Net charge: -1
Max |F|, hartree/bohr: 0.175
M, g mol⁻¹: 673.64
ΔE to the lowest compared entry with this formula, charge and spin, eV: 4.260

=====

[3]
# C31H63N2O21P2

7 unconnected molecules or ions with the total composition C31H63N2O21P2 (wB97M-V/def2-TZVPD, the OMol25 dataset).

```
119
Properties=species:S:1:pos:R:3:mulliken_charge:R:1
C -3.434 -0.026 4.701 0.980
C -2.778 0.833 4.160 -1.692
P -1.730 2.094 3.438 1.415
C -2.863 3.482 2.891 -0.958
C -4.294 2.984 2.621 -0.555
N -4.547 2.038 1.811 -0.403
C -0.693 2.752 4.798 -0.970
C 0.185 3.995 4.413 -0.617
N 0.088 4.384 2.995 -0.416
C -0.618 1.504 2.094 -1.018
P -0.770 -0.290 1.660 0.755
O -0.895 -1.188 2.816 -0.676
O -1.908 -0.437 0.538 -0.427
O 0.625 -0.661 0.877 -0.358
H -4.170 -0.783 4.958 0.495
H -2.927 4.130 3.791 0.392
H -2.441 4.073 2.065 0.526
H -5.127 3.468 3.167 0.542
H -5.564 1.911 1.839 0.265
H -0.020 1.948 5.165 0.371
H -1.309 3.025 5.678 0.503
H -0.136 4.866 5.008 0.441
H 1.250 3.790 4.642 0.272
H 0.672 3.821 2.391 0.147
H 0.252 5.374 2.855 0.259
H 0.427 1.723 2.391 0.513
H -0.831 2.097 1.181 0.636
H -2.780 -0.612 0.929 0.320
H 1.277 -0.057 1.275 0.296
C -8.409 -5.401 2.267 -1.106
C -8.404 -4.352 3.358 -0.166
O -7.117 -3.721 3.470 -0.373
C -6.851 -2.793 2.556 0.723
O -7.580 -2.424 1.675 -0.541
O -5.607 -2.334 2.782 -0.337
C -5.163 -1.384 1.820 -0.091
H -7.600 -6.117 2.421 0.297
H -9.358 -5.937 2.256 0.361
H -8.259 -4.950 1.286 0.316
H -8.595 -4.822 4.322 0.290
H -9.182 -3.604 3.201 0.316
H -5.882 -0.572 1.717 0.286
H -4.997 -1.878 0.861 0.352
H -4.223 -0.962 2.175 -0.381
C -5.562 10.185 5.390 -1.094
C -5.927 8.780 5.823 -0.162
O -6.467 8.020 4.729 -0.360
C -5.578 7.537 3.867 0.789
O -4.379 7.655 3.932 -0.574
O -6.244 6.891 2.901 -0.333
C -5.409 6.395 1.861 -0.346
H -6.416 10.673 4.916 0.299
H -5.245 10.779 6.247 0.358
H -4.752 10.174 4.660 0.309
H -6.711 8.820 6.578 0.291
H -5.076 8.260 6.264 0.294
H -4.596 5.792 2.265 -0.045
H -5.012 7.220 1.270 0.349
H -6.022 5.769 1.215 0.256
C 2.618 -3.389 -0.764 -0.981
C 3.799 -2.460 -0.567 -0.069
O 4.752 -2.598 -1.627 -0.392
C 4.433 -1.976 -2.764 0.781
O 3.446 -1.311 -2.955 -0.578
O 5.389 -2.234 -3.658 -0.336
C 5.138 -1.698 -4.959 -0.722
H 2.957 -4.418 -0.894 0.356
H 1.946 -3.343 0.095 0.322
H 2.051 -3.122 -1.656 0.153
H 4.324 -2.724 0.351 0.351
H 3.481 -1.420 -0.474 0.210
H 4.921 -0.631 -4.915 0.366
H 4.314 -2.234 -5.431 0.279
H 6.036 -1.847 -5.555 0.243
C 6.622 2.081 4.693 -1.100
C 6.283 1.255 3.470 -0.153
O 5.534 0.080 3.825 -0.379
C 4.243 0.268 4.069 0.756
O 3.644 1.317 3.998 -0.552
O 3.708 -0.907 4.411 -0.333
C 2.335 -0.819 4.781 -0.465
H 7.127 1.468 5.441 0.305
H 7.270 2.915 4.423 0.360
H 5.722 2.483 5.159 0.297
H 7.199 0.898 3.001 0.316
H 5.743 1.840 2.724 0.275
H 1.755 -0.315 4.008 0.078
H 2.236 -0.300 5.735 0.331
H 1.955 -1.831 4.894 0.250
C 7.897 -6.235 -5.092 -1.269
C 7.343 -4.981 -5.737 0.035
O 7.554 -4.989 -7.155 -0.356
C 6.704 -5.743 -7.857 0.786
O 5.788 -6.383 -7.410 -0.551
O 7.055 -5.670 -9.143 -0.344
C 6.274 -6.496 -10.008 -0.638
H 8.945 -6.373 -5.364 0.314
H 7.817 -6.175 -4.006 0.370
H 7.357 -7.120 -5.429 0.326
H 7.874 -4.109 -5.352 0.267
H 6.285 -4.845 -5.507 0.244
H 5.209 -6.308 -9.877 0.295
H 6.500 -7.547 -9.826 0.292
H 6.551 -6.248 -11.030 0.227
C 0.899 -1.481 -4.877 -0.649
C 0.336 -0.224 -5.506 -0.380
O 0.518 -0.225 -6.928 -0.355
C -0.347 -0.974 -7.617 0.778
O -1.255 -1.615 -7.155 -0.555
O -0.021 -0.896 -8.910 -0.343
C -0.821 -1.717 -9.763 -0.634
H 1.940 -1.620 -5.167 0.086
H 0.842 -1.426 -3.789 0.204
H 0.351 -2.365 -5.206 0.400
H 0.875 0.646 -5.132 0.315
H -0.718 -0.087 -5.257 0.335
H -1.883 -1.527 -9.610 0.296
H -0.594 -2.769 -9.590 0.290
H -0.563 -1.464 -10.789 0.226
```

HOMO, eV: -11.79
LUMO level, eV: -3.00
Net charge: +1
Max |F|, hartree/bohr: 0.046
M, g mol⁻¹: 861.79